[1]
Computed, not measured: a structure of composition C31H27CrNO5 in a non-equilibrium geometry, with ωB97M-V/def2-TZVPD.

The geometry in XYZ format:
```
65
Properties=species:S:1:pos:R:3:lowdin_spin:R:1
C -2.0453 3.3057 0.0667 0.00
C -0.9935 3.9316 -0.8248 0.00
N 0.2880 3.2013 -0.7570 0.05
C 1.2740 3.6617 0.2189 0.00
C 2.1874 4.7207 -0.3583 0.00
C 0.5687 2.0574 -1.5236 0.07
C -0.3978 1.6271 -2.4695 0.48
C -0.2956 0.5373 -3.3594 0.06
C -1.4134 0.2845 -4.3141 0.00
C -2.5683 1.0627 -4.3636 0.00
C -3.5770 0.7757 -5.2555 0.00
C -3.4546 -0.2904 -6.1206 0.00
C -2.3148 -1.0667 -6.0934 0.00
C -1.3058 -0.7795 -5.1992 0.00
O 0.6738 -0.2185 -3.3853 0.22
O 1.6399 1.4776 -1.3449 0.09
H -2.9931 3.8453 0.0178 0.00
H -2.2334 2.2671 -0.2097 0.00
H -1.7188 3.2968 1.1080 0.00
H -1.3242 3.9956 -1.8661 0.00
H -0.8056 4.9705 -0.5328 0.00
H 0.7383 4.0310 1.1002 0.00
H 1.8452 2.7867 0.5503 0.00
H 2.8532 5.1402 0.3977 0.00
H 2.8009 4.3074 -1.1602 0.00
H 1.6146 5.5434 -0.7883 0.00
H -1.2999 2.1958 -2.5062 0.02
H -2.6890 1.9037 -3.7075 0.00
H -4.4651 1.3869 -5.2760 0.00
H -4.2491 -0.5130 -6.8145 0.00
H -2.2187 -1.8968 -6.7741 0.00
H -0.4114 -1.3776 -5.1748 0.00
O -0.4261 -3.7921 6.3613 0.01
C 0.2464 -3.0112 5.8757 0.00
Cr 1.3297 -1.7196 5.0762 1.04
C 1.8548 -2.9225 3.7491 0.01
O 2.1686 -3.6504 2.9301 0.02
C 2.8171 -2.1672 6.1139 0.00
O 3.7278 -2.4226 6.7490 0.01
C 0.6971 0.0058 6.2111 0.01
C -0.3873 -0.4267 5.4037 -0.01
C -0.1948 -0.6183 4.0171 0.03
C 1.0826 -0.3609 3.4047 0.04
C 1.2841 -0.6075 2.0473 0.20
C 1.4712 -1.0285 0.8822 0.04
C 1.6620 -1.5969 -0.3000 0.28
C 0.8246 -2.5917 -0.8694 0.02
C 1.1388 -3.1441 -2.1211 0.08
C 0.3008 -4.0498 -2.7214 -0.01
C -0.8708 -4.4311 -2.0904 0.09
C -1.1890 -3.9248 -0.8423 0.00
C -0.3486 -3.0277 -0.2300 0.07
C 2.1663 0.0757 4.2416 0.03
C 1.9624 0.2743 5.6247 -0.01
H 0.5457 0.1891 7.2759 0.00
H -1.3697 -0.5997 5.8534 0.00
H -1.0312 -0.9115 3.3810 0.00
H 2.5065 -1.2625 -0.8769 0.01
H 2.0442 -2.8374 -2.6144 0.00
H 0.5576 -4.4718 -3.6808 0.00
H -1.5373 -5.1280 -2.5718 0.01
H -2.0959 -4.2396 -0.3485 0.00
H -0.5818 -2.6470 0.7481 0.00
H 3.1416 0.2657 3.7896 0.00
H 2.7927 0.6090 6.2509 0.00
```

Summary:
**E_LUMO (alpha / beta)**: -2.953 / -5.408 eV
**HOMO-LUMO gap (alpha / beta)**: 6.97 / 5.61 eV
**Net charge**: +1
**HOMO level (alpha / beta)**: -9.9 / -11.0 eV
**Energy**: -72723.9013 eV
**Multiplicity**: 4

[2]
Computed, not measured: a structure of composition C31H27HfN10O8PS, with ωB97M-V/def2-TZVPD.

The geometry in XYZ format:
```
79
Properties=species:S:1:pos:R:3:mulliken_charge:R:1
Hf 0.5676 -0.8499 0.6276 1.47
S 3.7467 2.5041 6.8964 0.25
N 4.3913 1.5274 5.7944 -0.63
C 3.4353 1.2587 4.9189 0.97
C 3.5666 0.3878 3.7684 0.22
C 4.7366 -0.3064 3.4398 -0.69
C 4.7460 -1.1286 2.3329 -0.97
C 3.5852 -1.2563 1.5809 -0.40
N 2.4604 -0.5999 1.8865 0.23
C 2.4473 0.2291 2.9564 -0.18
C 1.1972 0.9375 3.2234 0.32
N 0.1901 0.7457 2.3392 -0.10
C -0.9822 1.3378 2.5733 -0.14
C -1.2068 2.1449 3.6842 -1.07
C -0.1821 2.3544 4.5792 -0.56
C 1.0552 1.7421 4.3503 0.09
C 2.2115 1.9043 5.2092 0.79
N 2.2611 2.6524 6.3005 -0.63
H 5.6154 -0.1853 4.0606 0.60
H 5.6324 -1.6748 2.0440 0.50
H 3.5481 -1.9016 0.7106 0.57
H -1.7639 1.1650 1.8448 0.52
H -2.1779 2.5959 3.8283 0.49
H -0.3114 2.9804 5.4530 0.60
O 3.6781 1.4485 -5.4605 -0.67
C 2.6295 0.9401 -5.1060 0.34
O 1.4857 0.8032 -5.6110 -0.62
C 2.5302 0.4169 -3.6716 0.23
C 2.8827 1.2365 -2.5968 -1.05
C 2.4139 0.9229 -1.3462 -0.10
N 1.6637 -0.1770 -1.1343 0.10
C 1.5294 -1.0881 -2.1399 0.57
C 1.9205 -0.8187 -3.4147 -0.31
C 0.7343 -2.2988 -1.7105 0.08
O -0.0782 -2.8397 -2.3920 -0.53
O 0.9526 -2.5307 -0.3864 -0.60
H 3.4445 2.1419 -2.7850 0.47
H 2.5360 1.5986 -0.5059 0.54
H 1.6609 -1.4807 -4.2308 0.49
C 1.3034 -3.6564 3.5221 -1.24
C -0.0477 -3.2465 3.0641 0.10
N -0.3402 -2.2978 2.1828 0.11
C -1.7251 -2.2812 2.0664 0.03
C -2.2598 -3.2161 2.8946 0.13
N -1.1875 -3.8057 3.5037 -0.01
C -3.6344 -3.6817 3.2677 0.52
O -4.6550 -3.0993 2.6728 -0.50
O -3.7263 -4.5734 4.0629 -0.54
C -2.3445 -1.3913 1.0670 0.84
O -3.5355 -1.2091 0.9762 -0.82
O -1.4400 -0.7853 0.3078 -0.30
H 2.0631 -3.2487 2.8605 0.18
H 1.3943 -4.7421 3.5174 0.46
H 1.4898 -3.3064 4.5387 0.32
H -1.2975 -4.5578 4.1752 0.27
H -4.3820 -2.3906 2.0536 0.40
C -2.8104 2.9803 -4.4269 -0.81
N -3.5690 2.0853 -3.4212 0.07
C -3.7891 0.7165 -4.0965 -0.83
N -2.5574 0.1652 -4.5178 0.21
C -1.8661 1.0632 -5.4503 -1.01
N -1.6069 2.3662 -4.8409 0.20
C -0.5991 2.2903 -3.7847 -0.77
P -1.1216 1.1952 -2.3734 0.89
C -2.8110 1.9459 -2.1314 -1.11
C -1.7047 -0.2430 -3.4037 -1.06
H -2.6317 3.9332 -3.9296 0.38
H -3.4898 3.1172 -5.2686 0.39
H -4.4797 2.5054 -3.2326 0.33
H -4.4453 0.9073 -4.9459 0.38
H -4.2908 0.0815 -3.3666 0.40
H -2.4941 1.2041 -6.3311 0.33
H -0.9190 0.6194 -5.7596 0.38
H -0.3756 3.2929 -3.4125 0.50
H 0.3249 1.8904 -4.2204 -0.04
H -2.7259 2.9396 -1.6897 0.46
H -3.3985 1.3136 -1.4630 0.52
H -2.2324 -0.9588 -2.7693 0.48
H -0.8352 -0.7612 -3.8088 0.56
```

Summary:
**E_LUMO**: -7.165 eV
**Relative energy (zero: lowest compared OMol25 entry of this formula, charge and spin)**: 0.2390 eV
**HOMO-LUMO gap**: 5.52 eV
**Net charge**: +2
**HOMO level**: -12.7 eV
**Energy**: -85290.0105 eV

[3]
Computed, not measured: a structure of composition C31H27N9O7W in a non-equilibrium geometry, with ωB97M-V/def2-TZVPD.

The geometry in XYZ format:
```
75
Properties=species:S:1:pos:R:3:lowdin_spin:R:1
W -0.0518 0.1818 -0.7603 0.34
C -2.3396 1.2832 -4.3652 0.00
O -3.4159 0.3574 -4.2188 -0.01
C -3.4028 -0.6895 -3.3222 0.02
C -4.5368 -1.5082 -3.4317 0.12
C -4.6694 -2.6371 -2.6265 0.00
C -3.6886 -2.9593 -1.7142 0.09
C -2.5375 -2.1424 -1.5625 0.04
C -1.5968 -2.4723 -0.5767 0.28
N -0.5727 -1.7016 -0.1346 0.16
N 0.2853 -2.3691 0.7373 -0.02
C 1.4133 -1.7483 0.7763 0.03
O 1.6682 -0.6644 0.1002 0.02
C 2.5006 -2.2637 1.6573 0.00
C 3.7272 -1.6125 1.6782 0.01
C 4.7502 -2.0714 2.5001 0.00
C 4.5529 -3.1816 3.3069 0.01
C 3.3249 -3.8359 3.2869 0.00
C 2.3051 -3.3799 2.4667 0.01
C -2.4043 -0.9838 -2.3879 0.09
O -1.3269 -0.2071 -2.2595 0.07
H -2.6429 1.9262 -5.1924 0.00
H -1.4081 0.7754 -4.6130 0.00
H -2.1776 1.8756 -3.4687 0.00
H -5.2840 -1.2367 -4.1660 0.01
H -5.5461 -3.2685 -2.7262 0.00
H -3.7820 -3.8381 -1.0860 0.00
H -1.6944 -3.4174 -0.0516 0.02
H 3.8612 -0.7460 1.0449 0.00
H 5.7022 -1.5544 2.5084 0.00
H 5.3489 -3.5358 3.9520 0.00
H 3.1610 -4.7043 3.9143 0.00
H 1.3446 -3.8756 2.4373 0.00
O 3.0377 -1.8031 -3.0611 0.03
C 2.1827 -1.0545 -2.5828 0.01
O 0.9971 -1.3323 -2.2161 0.00
C 2.4651 0.4120 -2.4328 0.09
C 3.5908 1.0481 -2.8875 0.00
C 3.6555 2.4470 -2.8974 0.13
C 2.5178 3.1538 -2.5206 -0.01
C 1.4180 2.4673 -2.0571 0.11
N 1.4137 1.1126 -1.9181 0.09
C 0.1026 3.0876 -1.7491 0.02
O -0.1180 4.2847 -1.9312 0.04
O -0.7405 2.2117 -1.3260 0.01
H 4.3769 0.4153 -3.2788 0.00
H 4.5380 2.9619 -3.2559 0.01
H 2.4352 4.2298 -2.5945 0.00
N -5.6218 -0.1472 1.2523 0.00
N -4.4955 0.4482 0.6726 0.00
N -4.4846 1.6872 0.2285 0.00
C -3.2501 1.7771 -0.2594 0.00
N -2.5651 0.6208 -0.0891 0.02
N -3.3731 -0.2026 0.5153 0.00
H -6.1023 -0.6209 0.4880 0.00
H -5.2378 -0.8674 1.8581 0.00
H -2.8189 2.6362 -0.7356 0.00
C 2.4014 2.5713 0.9549 0.01
C 1.6686 2.1352 2.1854 0.02
C 2.1431 2.4994 3.4389 0.00
C 1.5332 2.0748 4.6120 0.02
C 0.4215 1.2495 4.5076 0.00
C -0.0972 0.8734 3.2757 0.01
C -1.2819 -0.0411 3.2097 0.00
C 0.5075 1.3367 2.0843 0.01
N 0.0056 0.9802 0.8775 0.09
H 3.3878 2.9581 1.2203 0.00
H 1.8680 3.3558 0.4098 0.00
H 2.5346 1.7347 0.2655 0.00
H 3.0378 3.1143 3.4865 0.00
H 1.9269 2.3600 5.5799 0.00
H -0.0598 0.8685 5.4040 0.00
H -1.5497 -0.3808 4.2129 0.00
H -1.0899 -0.9136 2.5780 0.00
H -2.1487 0.4553 2.7724 0.00
```

Summary:
**E_LUMO (alpha / beta)**: 4.661 / 4.653 eV
**Relative energy (zero: lowest compared OMol25 entry of this formula, charge and spin)**: 0.1488 eV
**HOMO-LUMO gap (alpha / beta)**: 4.42 / 6.49 eV
**Net charge**: -2
**HOMO level (alpha / beta)**: 0.2 / -1.8 eV
**Energy**: -62155.9254 eV
**Multiplicity**: 3

[4]
Computed, not measured: a structure of composition C31H28AuN4O6S in a non-equilibrium geometry, with ωB97M-V/def2-TZVPD.

The geometry in XYZ format:
```
71
Properties=species:S:1:pos:R:3:mulliken_charge:R:1
Au -0.4628 1.1665 -0.9906 1.45
O -6.4937 -4.2294 -0.6164 -0.46
C -5.2422 -4.6427 -0.6716 0.23
O -4.9399 -5.7975 -0.5493 -0.52
C -4.1480 -3.6178 -0.9098 0.12
C -3.9308 -2.5318 -0.0610 -0.91
C -2.8671 -1.6645 -0.2860 0.23
C -1.9911 -1.8987 -1.3466 -0.92
C -2.2299 -2.9763 -2.2030 -0.07
C -3.2899 -3.8296 -1.9787 -1.02
N -0.8556 -1.0815 -1.5364 -0.08
C 0.2016 -1.6199 -1.9936 -0.50
C 1.3981 -0.8590 -2.2930 0.68
C 2.5184 -1.4985 -2.8000 -0.68
C 3.6663 -0.7624 -3.0420 -0.52
C 3.6565 0.5926 -2.7706 -0.72
C 2.4961 1.1621 -2.2710 -0.23
N 1.3953 0.4562 -2.0470 -0.19
H -6.6381 -3.2780 -0.7529 0.38
H -4.5750 -2.3795 0.7954 0.56
H -2.6644 -0.8371 0.3836 1.00
H -1.5824 -3.1444 -3.0542 0.62
H -3.4457 -4.6840 -2.6232 0.46
H 0.2608 -2.6930 -2.1716 0.62
H 2.4866 -2.5617 -2.9930 0.46
H 4.5529 -1.2435 -3.4296 0.46
H 4.5369 1.1976 -2.9267 0.45
H 2.4471 2.2179 -2.0415 0.41
C -1.0226 3.2185 -1.1216 -1.16
C -2.3478 2.6842 -1.1274 0.32
C -2.9399 2.2445 -2.3458 -0.19
C -4.1603 1.6276 -2.3532 -0.58
C -4.8558 1.4584 -1.1497 0.75
C -4.3507 1.9842 0.0485 -0.75
C -3.1247 2.5935 0.0593 -0.36
C -6.0180 0.6521 -1.1603 -0.13
N -6.9029 -0.0714 -1.1801 -0.43
H -0.7121 3.7802 -0.2484 0.45
H -0.6371 3.5976 -2.0622 0.45
H -2.4016 2.4016 -3.2718 0.47
H -4.6036 1.2755 -3.2740 0.53
H -4.9377 1.9088 0.9532 0.51
H -2.7227 3.0033 0.9762 0.41
C 4.7025 4.5602 2.9119 -1.46
C 4.4217 3.1218 2.5891 0.81
C 4.9705 2.1013 3.3608 -0.77
C 4.7019 0.7721 3.0752 -0.84
C 3.8847 0.4705 2.0019 -0.10
C 3.3406 1.4649 1.2075 0.47
C 3.6180 2.7856 1.5005 -0.85
S 3.5576 -1.2321 1.6512 1.18
O 3.0734 -1.3567 0.2990 -0.41
O 4.7152 -1.9732 2.0399 -0.72
N 2.2979 -1.7717 2.6094 -0.12
C 1.0040 -2.1608 2.0782 -0.62
C -0.2677 -1.3661 2.4660 0.00
C -0.1062 0.1670 2.1429 0.27
O 0.7313 0.7485 2.8077 -0.64
O -0.8879 0.5898 1.2183 -0.41
H 5.0625 4.6705 3.9323 0.38
H 3.8072 5.1685 2.7863 0.36
H 5.4625 4.9547 2.2341 0.31
H 5.6155 2.3484 4.1937 0.39
H 5.1289 -0.0304 3.6611 0.49
H 2.7097 1.1898 0.3738 0.25
H 3.1900 3.5715 0.8890 0.40
H 2.3762 -1.5873 3.5965 0.28
H 0.8126 -3.1923 2.3997 0.35
H 1.1347 -2.1608 0.9962 0.06
H -0.4720 -1.4342 3.5342 0.48
H -1.1076 -1.7403 1.8817 -0.14
```

Summary:
**E_LUMO (alpha / beta)**: -6.334 / -6.335 eV
**Relative energy (zero: lowest compared OMol25 entry of this formula, charge and spin)**: 1.1484 eV
**HOMO-LUMO gap (alpha / beta)**: 4.53 / 4.53 eV
**Net charge**: +1
**HOMO level (alpha / beta)**: -10.9 / -10.9 eV
**Energy**: -65365.8075 eV